{"formula": "C25H42Cl3GeN4OSSi3Ti", "method": "ωB97M-V/def2-TZVPD", "elements": ["Ti", "C", "C", "N", "C", "S", "N", "N", "C", "C", "C", "C", "C", "C", "C", "N", "H", "H", "H", "H", "H", "H", "H", "H", "H", "H", "H", "H", "H", "Cl", "C", "C", "C", "Cl", "C", "O", "C", "Cl", "C", "H", "H", "C", "Si", "C", "C", "Ge", "Si", "C", "C", "C", "Si", "C", "C", "C", "H", "H", "H", "H", "H", "H", "H", "H", "H", "H", "H", "H", "H", "H", "H", "H", "H", "H", "H", "H", "H", "H", "H", "H", "H", "H", "H"], "xyz": [[0.684389, 1.213423, 0.182469], [-1.442511, -2.261177, 5.164969], [-0.163711, -1.610677, 4.651269], [-0.449211, -0.274477, 4.186269], [-0.273211, 0.178323, 2.919569], [1.029289, -0.503277, 1.969569], [-1.030911, 1.158823, 2.537969], [-0.748811, 1.720123, 1.335669], [-1.299611, 2.908623, 1.051769], [-2.287411, 3.572423, 1.966969], [-0.827811, 3.517423, -0.132531], [-1.278711, 4.770423, -0.599431], [-0.705011, 5.329023, -1.721931], [0.312289, 4.629823, -2.381331], [0.696589, 3.392223, -1.896031], [0.160889, 2.822423, -0.807731], [-1.256111, -3.286077, 5.471969], [-1.823511, -1.695277, 6.013969], [-2.198611, -2.259377, 4.384269], [0.581889, -1.568577, 5.454269], [0.262489, -2.172077, 3.818269], [-1.175111, 0.212823, 4.694869], [-2.312811, 3.019623, 2.903469], [-2.001611, 4.604223, 2.167169], [-3.289011, 3.572423, 1.534969], [-2.083011, 5.265723, -0.077231], [-1.036311, 6.287423, -2.090231], [0.790289, 5.032123, -3.260331], [1.471389, 2.827923, -2.406131], [7.303989, 1.887523, 2.543869], [5.867189, 1.684423, 1.609769], [4.674289, 2.213023, 2.082069], [3.522789, 1.995623, 1.353069], [2.024589, 2.696123, 1.841369], [3.484689, 1.222023, 0.170069], [2.381189, 0.956623, -0.447431], [4.746189, 0.790823, -0.301131], [4.800289, -0.008977, -1.824431], [5.915189, 1.003623, 0.402269], [4.639689, 2.791023, 2.992869], [6.856689, 0.657423, 0.008569], [-1.253211, -4.435477, -1.032331], [-0.558811, -3.134977, 0.198369], [1.083389, -3.828877, 0.915469], [-1.882411, -2.981877, 1.584669], [-0.314111, -0.906277, -0.776231], [0.929889, -1.317077, -2.862331], [1.482789, 0.269123, -3.781931], [2.449489, -2.372277, -2.381131], [-0.044811, -2.409077, -4.105331], [-2.599311, -0.122177, -1.202331], [-3.678411, 0.363323, 0.307369], [-2.375511, 1.397723, -2.349931], [-3.615111, -1.447577, -2.151531], [-1.865711, -5.163777, -0.513431], [-0.461611, -4.977677, -1.535631], [-1.870611, -3.965877, -1.789031], [0.919489, -4.680277, 1.570769], [1.597989, -3.060877, 1.486369], [1.750089, -4.147377, 0.118869], [-1.763111, -3.736377, 2.355169], [-2.881111, -3.083677, 1.172169], [-1.817511, -2.003277, 2.052269], [2.177489, 0.828023, -3.161531], [0.642789, 0.916623, -4.024431], [1.991189, 0.035123, -4.713631], [2.862289, -2.038277, -1.433531], [3.241089, -2.318777, -3.122531], [2.174489, -3.417077, -2.272631], [-0.868611, -1.886277, -4.577331], [-0.449711, -3.287777, -3.616631], [0.616289, -2.754177, -4.893931], [-3.091211, 0.825623, 1.094169], [-4.167811, -0.507477, 0.733669], [-4.454211, 1.068123, 0.020169], [-2.242211, 2.303523, -1.764131], [-3.219811, 1.557123, -3.013331], [-1.487611, 1.273523, -2.970031], [-3.813611, -2.315777, -1.532431], [-3.092811, -1.787477, -3.038631], [-4.573011, -1.043577, -2.461331]], "atomic_forces_ev_per_a": [[0.8732, -3.2186, -0.8212], [0.2187, 0.1137, -0.1417], [0.1209, -0.2236, 0.1285], [-0.4109, 0.3312, 0.0475], [0.9611, -0.2531, -0.1384], [-0.3318, 0.5709, 0.4964], [-1.0471, 0.3880, 0.7955], [-1.0186, 0.9640, 0.9253], [-0.3798, 0.0827, 0.4453], [0.1691, -0.2212, -0.0233], [-0.1677, 0.3599, -0.0409], [0.2350, -0.0338, -0.3853], [-0.3754, -0.2158, 0.5768], [0.3385, -0.8599, 0.1765], [0.2945, 0.7952, -0.9920], [-1.0751, 1.3565, -0.0506], [-0.0163, -0.1063, 0.1195], [-0.0817, -0.0589, 0.1330], [-0.0907, -0.0565, -0.0465], [-0.0023, -0.0935, -0.1330], [-0.0068, -0.0351, 0.1100], [-0.0147, 0.0144, -0.1630], [-0.0605, 0.0742, -0.0550], [0.0110, 0.0529, -0.0164], [-0.0495, -0.0082, -0.0441], [0.0131, 0.0531, 0.0426], [-0.0555, 0.0853, -0.0029], [0.0499, -0.0353, -0.0472], [-0.0649, 0.0053, 0.1247], [0.2077, 0.0613, 0.0576], [-0.3498, 0.0229, -0.0854], [0.0570, -0.0302, -0.1113], [0.4518, -0.5067, -0.6090], [0.1217, 0.4546, 0.5445], [2.3241, 0.4832, 0.9530], [0.3922, -0.0115, -0.9690], [-0.5334, 0.1497, 0.1389], [0.1019, -0.0540, -0.1272], [-0.0608, 0.1722, 0.2330], [0.0363, -0.0126, 0.0548], [0.0617, -0.1016, -0.0249], [0.3375, 0.6298, 0.2961], [-0.0338, -0.2281, 0.3594], [-0.5097, 0.4120, -0.2695], [0.5930, 0.1734, -0.4820], [-0.7364, -0.6817, -0.9604], [-0.2537, -0.3295, -0.3357], [-0.1633, -0.4128, 0.4148], [-0.4425, 0.4461, 0.0825], [0.2806, 0.4733, 0.4474], [-0.2357, -0.2490, -0.5203], [0.6079, -0.1215, -0.3570], [-0.0280, -0.3915, 0.3369], [0.4248, 0.5198, 0.3220], [-0.1371, -0.1480, 0.2439], [0.2526, -0.0714, -0.1578], [-0.1815, 0.1084, -0.1798], [-0.1650, -0.1756, 0.0801], [0.0412, 0.0086, 0.0672], [0.0609, -0.0490, -0.1893], [0.0854, -0.2300, 0.1344], [-0.2026, -0.0046, -0.1664], [-0.0107, 0.1725, 0.1264], [0.1385, 0.0782, 0.1206], [-0.1743, 0.0385, 0.0037], [0.0884, -0.1653, -0.1493], [0.0851, 0.0156, 0.1256], [0.1079, 0.0657, -0.2124], [-0.1877, -0.1902, 0.0093], [-0.2124, 0.2054, -0.0615], [-0.0769, -0.1859, 0.1795], [0.2352, -0.0417, -0.1921], [0.0690, 0.0208, 0.1569], [-0.0340, -0.2062, 0.0328], [-0.1439, 0.1130, -0.2106], [-0.0301, 0.1058, 0.0331], [-0.2657, -0.0439, -0.0793], [0.0545, -0.0267, -0.0441], [0.0102, -0.1881, 0.2051], [0.1649, -0.0605, -0.2159], [-0.2587, 0.1592, -0.0697]], "fmax_ev_per_a": 3.43, "energy_ev": -186285.37992, "mol_weight_g_mol": 757.80, "spin_multiplicity": 2, "homo_lumo_gap_ev": [6.10, 5.78], "charge": 0}